No. 1
This record from OMol25 describes the molecule C4H4N2O2 at a distorted geometry. The level of theory is ωB97M-V with the def2-TZVPD basis set.

Each line ends with the Löwdin charge.
Element x y z (Å)
H 1.702 0.780 2.016  0.11
C 1.074 0.235 1.352  -0.01
O -0.020 1.588 -0.602  -0.04
C -1.096 -0.210 -1.353  -0.02
O -0.001 -1.580 0.633  -0.05
H -1.682 -0.811 -2.027  0.12
C -0.575 -0.457 0.031  -0.32
H -1.289 -0.006 0.731  0.17
C 0.547 0.475 -0.037  -0.35
H 1.307 0.000 -0.699  0.18
N -0.842 1.030 -1.641  0.11
N 0.875 -1.045 1.597  0.09

## Properties
SMILES: C1=NO[C@H]2C=NO[C@H]12
Energy relative to the best compared isomer or geometry (same formula, charge and spin) in kJ/mol: 574.3
LUMO level in eV: 0.72
HOMO in eV: -10.018
Energy in Eh: -414.62746

***

No. 2
This record from OMol25 describes the molecule C4H4N2O2. The level of theory is ωB97M-V with the def2-TZVPD basis set.

Each line ends with the Löwdin charge.
Element x y z (Å)
H -0.985 -2.179 0.021  0.14
C 1.444 0.089 -0.003  -0.47
C -0.574 1.205 0.000  -0.04
H -3.089 -0.790 0.010  0.11
C -0.597 -1.162 -0.008  -0.04
C -1.324 -0.039 -0.006  -0.29
H 3.049 -0.866 0.017  0.06
O 0.757 -1.130 -0.003  0.04
N 2.705 0.092 0.006  0.16
N 0.706 1.269 -0.002  0.15
H -1.153 2.134 -0.006  0.13
O -2.680 0.082 0.007  0.06

## Properties
SMILES: [H]/N=c1/ncc(O)co1
Energy relative to the best compared isomer or geometry (same formula, charge and spin) in kJ/mol: 197.3
LUMO level in eV: 0.00
HOMO in eV: -8.738
Energy in Eh: -414.77104

***

No. 3
This record from OMol25 describes the ion C4H4N2O2P with charge -1 at a distorted geometry. The level of theory is ωB97M-V with the def2-TZVPD basis set.

Each line ends with the Löwdin spin population.
Element x y z (Å)
H 1.425 1.542 0.364  0.00
O -2.332 -2.116 0.237  0.08
N -0.524 2.054 0.194  0.23
C -2.510 -0.941 0.095  0.14
C 0.438 1.161 0.290  0.14
H 0.895 -1.744 -1.331  0.03
P 1.426 -1.301 0.063  0.03
O -3.582 -0.096 -0.139  0.29
H -2.433 2.508 0.065  0.02
C -2.152 0.344 -0.132  0.45
C -1.803 1.633 0.126  0.34
H 0.774 -2.226 0.893  0.00
N 0.203 -0.153 0.293  0.24

## Properties
Total charge: -1
LUMO level (spin up / spin down) in eV: 4.06 / 2.39
HOMO (spin up / spin down) in eV: -1.116 / -4.138
Energy in Eh: -756.01298
Multiplicity: 3

***

No. 4
This record from OMol25 describes a structure of composition C4H4N2O3SSr at a distorted geometry. The level of theory is ωB97M-V with the def2-TZVPD basis set.

Each line ends with the Löwdin charge.
Element x y z (Å)
C -0.919 0.751 3.272  -0.95
C -1.816 -1.044 -0.781  0.00
H -1.209 -1.300 3.111  0.12
N -0.516 -0.602 3.420  -0.01
C -0.004 2.111 -0.792  -0.01
O -0.005 3.187 -1.159  0.15
N -0.056 1.631 3.810  0.12
H -0.216 2.624 3.614  0.14
H -0.003 -0.872 4.263  0.14
S -2.041 1.238 2.082  0.65
O -2.761 -1.585 -1.162  0.14
C 1.855 -1.072 -0.844  -0.02
Sr 0.163 -0.104 0.910  1.22
H 0.575 1.402 4.580  0.15
O 2.799 -1.617 -1.185  0.16

## Properties
Total charge: +2
Energy relative to the best compared isomer or geometry (same formula, charge and spin) in kJ/mol: 34.5
LUMO level in eV: -8.44
HOMO in eV: -17.221
Energy in Eh: -918.41178

***

No. 5
This record from OMol25 describes a structure of composition C4H4N2O4Sr at a distorted geometry. The level of theory is ωB97M-V with the def2-TZVPD basis set.

Each line ends with the Löwdin charge.
Element x y z (Å)
N -1.142 0.181 2.242  0.22
C 0.002 0.000 1.705  -0.75
Sr 0.000 -0.004 -1.390  1.45
O 2.623 -1.516 -2.772  0.21
H 1.257 -0.199 3.302  0.18
O -2.624 -1.513 -2.774  0.21
O 0.000 0.000 0.507  -0.36
N 1.143 -0.181 2.255  0.23
C 0.001 1.928 -2.400  -0.05
H -2.099 0.332 1.795  0.19
H -1.262 0.200 3.310  0.19
C 1.668 -0.964 -2.400  -0.06
C -1.669 -0.963 -2.401  -0.06
H 2.101 -0.333 1.794  0.20
O 0.000 3.032 -2.774  0.21

## Properties
Total charge: +2
LUMO level in eV: -9.09
HOMO in eV: -18.280
Energy in Eh: -595.26339

***

No. 6
This record from OMol25 describes a cluster of 2 separate species, C4H4N2OS in total at a distorted geometry. The level of theory is ωB97M-V with the def2-TZVPD basis set.

Each line ends with the Löwdin charge.
Element x y z (Å)
C 0.404 2.490 0.007  0.08
C 0.371 -1.210 0.711  -0.17
N -0.581 1.958 0.296  -0.22
N -0.425 -1.433 -1.514  0.09
O -1.399 1.381 0.932  0.02
C 1.437 -0.449 0.382  -0.66
S 2.771 0.255 0.007  0.79
C -0.640 -1.526 -0.302  -0.33
H 0.034 -1.206 1.694  0.08
H -1.278 -1.641 -2.076  0.07
H -1.471 -2.069 0.286  0.13
H 0.778 3.450 -0.423  0.11

## Properties
SMILES: [H]/N=C/C=C=S.C#[N+][O-]
Energy relative to the best compared isomer or geometry (same formula, charge and spin) in kJ/mol: 550.1
LUMO level in eV: -0.23
HOMO in eV: -8.441
Energy in Eh: -737.55995